1.
{"formula": "C4H14N2O2", "method": "the ωB97M-V functional and the def2-TZVPD basis", "species": ["O", "O", "N", "N", "C", "C", "C", "C", "H", "H", "H", "H", "H", "H", "H", "H", "H", "H", "H", "H", "H", "H"], "xyz": [[1.65762, 1.63630, -3.40909], [-0.43979, 1.39931, 2.71730], [1.33320, -0.84482, -0.67438], [-2.22463, -0.03065, -0.62867], [0.30309, -0.62681, 1.53103], [0.14516, -0.38383, 0.03935], [0.72007, 0.55439, 2.36483], [-1.20086, -1.07908, -0.48116], [1.39533, 1.26144, 1.88913], [1.44128, 1.61381, -4.36111], [-1.41707, -1.97894, 0.10480], [-1.08196, 1.29487, 2.00565], [0.02018, 0.61961, -0.37039], [1.03776, -1.42986, 1.66283], [-2.48225, 0.29392, 0.30078], [1.06661, 0.26955, 3.36120], [1.46502, 2.55795, -3.16709], [-0.62500, -1.02463, 1.95406], [1.47934, -1.84110, -0.59937], [-3.02151, -0.35269, -1.17762], [1.39452, -0.42517, -1.59568], [-0.96610, -1.48356, -1.46640]], "mulliken_spin": [1.55, -0.14, -0.02, 0.19, -0.33, 0.72, 0.13, 0.21, -0.02, -0.53, 0.09, 0.03, 0.11, -0.02, -0.12, 0.01, -0.37, 0.04, -0.02, -0.11, -0.24, -0.16], "de_lowest_kcal_mol": 22.66, "multiplicity": 2, "s_squared": 0.750, "total_charge": -1, "homo_lumo_gap_ev": [2.200, 8.976]}

=====

2.
{"formula": "C4H14N2O2", "method": "the ωB97M-V functional and the def2-TZVPD basis", "species": ["O", "O", "N", "N", "C", "C", "C", "C", "H", "H", "H", "H", "H", "H", "H", "H", "H", "H", "H", "H", "H", "H"], "xyz": [[-0.41423, -2.91284, -0.07457], [-0.81347, 0.47861, 2.88279], [0.08878, -0.59801, -2.29565], [-0.10134, 1.45645, 0.81901], [1.80442, 0.23293, -0.08389], [0.29687, 0.25432, 0.07702], [-0.40602, 0.38320, -1.31153], [-1.15440, 1.33208, 1.78452], [-0.36382, -1.50112, -2.27327], [-0.13011, -0.65055, 0.49396], [0.10003, 0.66022, 3.09201], [-1.04427, -3.31154, -0.69633], [-0.13477, -0.18334, -3.19568], [-1.52568, 2.31438, 2.07822], [2.23699, 1.23266, 0.02474], [2.11849, 0.03976, -1.11337], [0.61942, 2.11556, 1.00224], [-1.50677, 0.38672, -1.17299], [0.38206, -3.42206, -0.20752], [-0.35873, 1.36245, -1.79765], [2.26832, -0.42255, 0.64983], [-1.96181, 0.75267, 1.31810]], "mulliken_charge": [-0.61, -0.54, -0.51, -0.34, -1.43, 0.50, -0.96, -0.45, 0.18, 0.43, 0.32, 0.29, 0.23, 0.35, 0.39, 0.35, 0.22, 0.31, 0.31, 0.43, 0.28, 0.24], "smiles": "C[C@H](CN)NCO.O", "de_lowest_kcal_mol": 30.35, "homo_lumo_gap_ev": 9.132}

=====

3.
{"formula": "C4H14N2O2", "method": "the ωB97M-V functional and the def2-TZVPD basis", "species": ["O", "O", "N", "N", "C", "C", "C", "C", "H", "H", "H", "H", "H", "H", "H", "H", "H", "H", "H", "H", "H", "H"], "xyz": [[0.33943, 2.24151, -1.19416], [-0.01029, -1.70160, 2.98068], [0.57485, -2.73018, -0.85827], [0.49344, -0.36380, -0.24378], [-0.73562, 2.06641, 1.01059], [-0.76438, 0.22471, -0.70758], [-0.78038, 1.72304, -0.47820], [1.05581, -1.37679, -1.10880], [-0.40397, 3.09234, 1.19480], [-1.67959, 2.14335, -0.94461], [1.22327, 0.31362, -0.06538], [-0.38519, -2.67949, -0.54066], [1.06607, -3.13164, -0.06554], [-1.75095, 2.03740, 1.41185], [0.44472, 3.18379, -1.04407], [-1.57178, -0.24098, -0.14369], [-0.76445, -2.21320, 2.70734], [2.13211, -1.35117, -1.05333], [0.78597, -1.14868, -2.14511], [0.21617, -0.91788, 2.47445], [-0.15445, 1.33271, 1.55140], [-0.85282, 0.05572, -1.78588]], "mulliken_charge": [-0.55, -0.67, -0.63, -0.22, -1.05, -0.72, 0.14, -0.70, 0.39, 0.34, 0.27, 0.25, 0.30, 0.30, 0.32, 0.32, 0.31, 0.38, 0.36, 0.34, 0.17, 0.36], "smiles": "C[C@@H](O)CNCN.O", "de_lowest_kcal_mol": 23.32, "homo_lumo_gap_ev": 9.729}